[1]
The following is a DFT calculation (ωB97M-V/def2-TZVPD) of 2 unconnected molecules or ions with the total composition C17H16Cl2F3O3S2.

```
43
C17H16Cl2F3O3S2 | OMol25 | ωB97M-V/def2-TZVPD
Cl 1.1704 -4.9826 -2.9236
C 0.6911 -3.4205 -2.4073
C 0.8357 -3.0506 -1.0650
C 0.3987 -1.7888 -0.6402
C -0.1916 -0.9236 -1.5571
S -0.8160 0.7020 -1.0265
C -2.3664 0.3841 -0.2879
Cl -3.2307 1.7056 0.2660
O 0.0872 1.1423 0.0136
O -0.9664 1.4589 -2.2520
C -0.2984 -1.2676 -2.8983
C 0.1339 -2.5265 -3.3270
H 1.2823 -3.7451 -0.3620
H 0.5424 -1.4871 0.3935
H -2.9916 -0.3826 -0.7482
H -0.6949 -0.5584 -3.6176
H 0.0331 -2.8077 -4.3687
C -3.9999 2.6038 3.5807
C -5.2799 2.0757 4.2075
C -5.2757 2.3379 5.7070
C -6.5354 2.7206 3.5705
C -7.5661 1.9782 2.9984
C -8.6584 2.6260 2.3987
C -8.7374 4.0211 2.3909
C -7.7220 4.7665 2.9997
C -6.6427 4.1169 3.5948
O -5.4737 0.6570 4.0406
S -4.5388 -0.3199 3.0190
C -5.3715 -1.8031 3.6893
F -4.8188 -2.9585 3.2119
F -5.3004 -1.8101 5.0579
F -6.7029 -1.7916 3.3513
H -3.9859 3.7014 3.6109
H -3.1168 2.2495 4.1263
H -3.9105 2.3123 2.5275
H -5.1730 3.4108 5.9168
H -6.2102 1.9735 6.1502
H -4.4421 1.8214 6.1971
H -7.5300 0.8860 3.0117
H -9.4413 2.0194 1.9432
H -9.5833 4.5210 1.9194
H -7.7647 5.8565 3.0148
H -5.8574 4.6824 4.0990
```

Values from the calculation:
LUMO energy in eV: 2.6
HOMO level in eV: -2.800
HOMO-LUMO gap in eV: 5.42
Total charge: -1

[2]
The following is a DFT calculation (ωB97M-V/def2-TZVPD) of a molecular structure, C8H13MgN2O6.

```
30
C8H13MgN2O6 | OMol25 | ωB97M-V/def2-TZVPD
Mg 0.3324 -0.0699 0.0902
N -1.3154 -1.4746 0.2908
C -0.6346 -2.7360 0.5686
C 0.5359 -2.4356 1.5321
O 0.6727 -3.1450 2.5312
N 1.2392 -1.3948 1.1438
C 1.8958 -0.6122 2.1498
C 0.9946 0.6125 2.4606
O 1.2669 1.3223 3.4152
O -0.0239 0.7670 1.7045
H -1.4846 -1.0183 1.1828
H -2.2164 -1.6310 -0.1539
H -0.2713 -3.1811 -0.3630
H -1.2854 -3.4656 1.0711
H 2.8590 -0.2421 1.7811
H 2.0442 -1.1861 3.0727
C 1.4213 -0.5060 -3.9893
C 1.5502 -0.5362 -2.4673
C 2.5910 -1.5585 -2.0230
O 0.2987 -0.8233 -1.8604
C 1.9898 0.8522 -1.8874
O 2.7863 1.5195 -2.5259
O 1.4796 1.1214 -0.7718
H 1.2697 -1.5089 -4.3928
H 2.3322 -0.0835 -4.4017
H 0.5857 0.1259 -4.2839
H 2.3406 -2.5518 -2.4055
H 2.6135 -1.5859 -0.9342
H 3.5728 -1.2715 -2.3916
H 0.1264 -1.7612 -1.9803
```

Values from the calculation:
LUMO energy in eV: 2.4
HOMO level in eV: -4.803
HOMO-LUMO gap in eV: 7.24
Total charge: -1

[3]
The following is a DFT calculation (ωB97M-V/def2-TZVPD) of a molecular structure, C5H9BrN.

```
16
C5H9BrN | OMol25 | ωB97M-V/def2-TZVPD
C -1.5923 -0.4121 -0.0924
C -0.4017 -2.0763 -0.1397
C 0.8327 -1.2542 0.2711
C 0.7400 0.2338 -0.1427
C -0.8887 2.0606 0.0883
N -0.7418 0.5742 -0.1127
Br -3.4557 -0.2626 0.0967
H -0.7779 -2.7447 0.6780
H -0.4568 -2.5459 -1.1681
H 0.9838 -1.2424 1.3554
H 1.6528 -1.7212 -0.1300
H 1.2905 0.9861 0.5064
H 1.0727 0.3762 -1.0834
H -1.8186 2.5439 -0.1670
H -0.1208 2.5056 -0.5398
H -0.6522 2.2359 1.1049
```

Values from the calculation:
LUMO energy (spin up / spin down) in eV: -4.3 / -8.9
HOMO level (spin up / spin down) in eV: -10.571 / -14.828
Expectation value of S²: 2.01
Energy above the lowest of the compared OMol25 structures with the same formula, charge and spin in kJ/mol: 92.37
Multiplicity: 3
HOMO-LUMO gap (spin up / spin down) in eV: 6.23 / 5.94
Total charge: +1

[4]
The following is a DFT calculation (ωB97M-V/def2-TZVPD) of 3 unconnected molecules or ions with the total composition C6H12O2.

```
20
C6H12O2 | OMol25 | ωB97M-V/def2-TZVPD
C -2.1838 -1.8826 -0.4006
C -1.0406 -1.3505 -0.8160
C -0.2979 -0.3502 -0.0567
C 0.9080 0.0955 -0.4428
C 1.7558 0.9295 0.3927
C 2.8086 1.6139 -0.0481
H -2.6841 -2.5966 -1.0720
H -2.8606 -1.8823 0.4463
H -0.5426 -1.5509 -1.7660
H -0.7140 -0.0195 0.8885
H 1.3355 -0.3082 -1.3706
H 1.1041 1.2283 1.2122
H 3.2144 1.3873 -1.0268
H 3.2795 2.5171 0.3147
O -0.4543 3.2012 -0.8269
H -1.2670 3.0942 -1.3337
H -0.7178 3.1663 0.0895
O -0.3423 -2.1779 2.1936
H -1.2232 -2.0844 1.8128
H -0.0776 -3.0302 1.8100
```

Values from the calculation:
LUMO energy in eV: 0.5
HOMO level in eV: -8.187
Energy above the lowest of the compared OMol25 structures with the same formula, charge and spin in kJ/mol: 327.18
HOMO-LUMO gap in eV: 8.68

[5]
The following is a DFT calculation (ωB97M-V/def2-TZVPD) of C3H8O in the gas phase.

```
12
C3H8O | OMol25 | ωB97M-V/def2-TZVPD
C -1.1056 -0.6132 0.5699
C -0.1673 0.2124 -0.2712
C 1.3075 -0.1214 -0.1170
O -0.3739 1.5914 -0.0085
H -2.1339 -0.2885 0.3800
H -0.9931 -1.6607 0.2819
H -0.8965 -0.4964 1.6373
H -0.4390 0.0766 -1.3186
H 1.4734 -1.1533 -0.4349
H 1.9192 0.5381 -0.7475
H 1.6446 0.0020 0.9176
H -0.2354 1.9130 -0.8889
```

Values from the calculation:
LUMO energy in eV: 1.0
HOMO level in eV: -10.254
Energy above the lowest of the compared OMol25 structures with the same formula, charge and spin in kJ/mol: 17.49
HOMO-LUMO gap in eV: 11.23

[6]
The following is a DFT calculation (ωB97M-V/def2-TZVPD) of C4H9NO in the gas phase.

```
15
C4H9NO | OMol25 | ωB97M-V/def2-TZVPD
C -0.7970 -0.0211 1.2559
C 0.3330 -0.1791 0.2290
C 0.5947 -1.6394 -0.1249
C -0.0047 0.6005 -1.0413
N -0.0200 1.9606 -0.9124
O -0.2862 0.0654 -2.0981
H -1.7682 -0.2694 0.8140
H -0.8582 1.0031 1.6339
H -0.6394 -0.6823 2.1154
H 1.2501 0.2508 0.6604
H 1.3998 -1.7153 -0.8588
H 0.8887 -2.2113 0.7642
H -0.2943 -2.0953 -0.5715
H 0.3627 2.4357 -0.1111
H -0.1612 2.4970 -1.7546
```

Values from the calculation:
LUMO energy in eV: 0.9
HOMO level in eV: -9.734
Energy above the lowest of the compared OMol25 structures with the same formula, charge and spin in kJ/mol: 3.11
HOMO-LUMO gap in eV: 10.63

[7]
The following is a DFT calculation (ωB97M-V/def2-TZVPD) of a molecular structure, C28H27FeN6S3.

```
65
C28H27FeN6S3 | OMol25 | ωB97M-V/def2-TZVPD
Fe -0.0082 0.0571 0.1861
C -1.0586 1.1298 -2.9791
N -1.5029 1.0103 -1.5612
C -2.7370 0.2007 -1.5214
C -3.0689 -0.3020 -0.1351
N -2.0274 -1.2312 0.3593
C -2.0009 -2.4735 -0.4191
C -2.2340 -1.4761 1.7782
C -2.8557 -2.6259 2.2480
C -3.0347 -2.8180 3.6108
C -2.5956 -1.8524 4.5042
C -1.9826 -0.7022 4.0377
C -1.7949 -0.4918 2.6732
S -1.0147 0.9599 2.0694
C -1.6169 2.3550 -0.9933
C -2.8104 3.0634 -1.0543
C -2.8926 4.3604 -0.5707
C -1.7629 4.9625 -0.0390
C -0.5724 4.2611 0.0202
C -0.4743 2.9492 -0.4425
S 1.0544 2.0795 -0.2795
H -1.5272 0.3258 -3.5450
H 0.8258 1.9986 -3.3246
H -1.4271 2.0710 -3.3929
H -2.5724 -0.6550 -2.1762
H -3.6017 0.7240 -1.9398
H -4.0409 -0.8123 -0.1505
H -3.1299 0.5293 0.5667
H -3.0021 -2.9086 -0.5248
H -1.3537 -3.1921 0.0805
H -1.5913 -2.2979 -1.4074
H -3.1983 -3.3844 1.5587
H -3.5127 -3.7202 3.9678
H -2.7235 -1.9968 5.5691
H -1.6251 0.0503 4.7286
H -3.6977 2.6146 -1.4775
H -3.8335 4.8921 -0.6140
H -1.8112 5.9732 0.3433
H 0.3075 4.7160 0.4556
C 2.4322 -0.6980 5.3046
C 2.3719 0.4161 4.4796
C 2.0338 0.2749 3.1419
C 1.7784 -0.9926 2.6434
C 1.8464 -2.1158 3.4529
C 2.1690 -1.9617 4.7917
N 1.4232 -1.1094 1.2533
N 1.9074 -2.1273 0.6857
C 1.5551 -2.2063 -0.6593
C 2.1225 -3.2570 -1.3407
C 1.8270 -3.3927 -2.7343
C 1.1022 -2.4431 -3.3391
C 0.5444 -1.2553 -2.6051
N 0.7089 -1.2908 -1.1543
H 2.6841 -0.5825 6.3510
H 2.5789 1.4014 4.8751
H 1.9757 1.1326 2.4858
H 1.6358 -3.0910 3.0364
H 2.2113 -2.8310 5.4344
H 2.7757 -3.9265 -0.8048
H 2.2165 -4.2304 -3.2959
H 0.8997 -2.4930 -4.4015
H -0.5300 -1.2193 -2.8264
S 2.7933 0.1481 -3.3748
C 1.1828 0.0554 -3.0973
N 0.3596 1.1114 -3.2062
```

Values from the calculation:
LUMO energy (spin up / spin down) in eV: -0.6 / -1.2
HOMO level (spin up / spin down) in eV: -7.355 / -7.345
Expectation value of S²: 9.00
Energy above the lowest of the compared OMol25 structures with the same formula, charge and spin in kJ/mol: 0.00
Multiplicity: 6
HOMO-LUMO gap (spin up / spin down) in eV: 6.71 / 6.17

[8]
The following is a DFT calculation (ωB97M-V/def2-TZVPD) of a molecular structure, C28H36BN6O5P.

```
77
C28H36BN6O5P | OMol25 | ωB97M-V/def2-TZVPD
C 5.5523 -1.4027 -3.2866
C 6.2523 -0.0419 -3.2872
B 5.3004 1.2013 -3.3755
O 5.7147 2.3956 -3.9146
O 3.9810 1.1672 -2.8494
P 2.8554 0.9880 -3.9241
O 3.3061 0.3613 -5.1774
O 2.2986 2.4506 -4.1820
O 1.6445 0.2600 -3.2202
C 1.7134 -1.1886 -3.1937
N 0.3904 -1.6954 -3.4307
H 6.2522 -2.1843 -2.9923
H 4.7524 -1.4181 -2.5497
H 5.1567 -1.6726 -4.2609
H 6.9967 0.0551 -4.0751
H 6.7780 0.0555 -2.3321
H 5.9978 2.2262 -4.8175
H 1.7787 2.4386 -4.9903
H 2.0623 -1.5242 -2.2201
H 2.3934 -1.5653 -3.9520
H 0.0303 -2.1777 -2.6236
H 0.3290 -2.2629 -4.2601
N 0.8045 -0.0409 0.8088
C 1.0019 0.9083 -0.1053
C 0.2882 2.0970 -0.1470
C -0.6890 2.3113 0.8119
C -0.9109 1.3346 1.7706
C -0.1379 0.1835 1.7243
H 1.7642 0.6938 -0.8422
H 0.4945 2.8313 -0.9140
H -1.2702 3.2251 0.8149
H -1.6619 1.4666 2.5369
H -0.2756 -0.6036 2.4580
N -1.9357 2.9058 4.5342
C -0.6546 3.2292 4.7089
C -0.0682 3.3903 5.9545
C -0.8515 3.2081 7.0825
C -2.1855 2.8730 6.9214
C -2.6727 2.7346 5.6307
H -0.0756 3.3625 3.8013
H 0.9780 3.6518 6.0353
H -0.4294 3.3248 8.0724
H -2.8333 2.7191 7.7756
H -3.7114 2.4716 5.4586
N -4.1504 1.1720 9.4741
C -4.7460 0.3926 8.5742
C -5.5262 -0.7050 8.9032
C -5.6950 -1.0133 10.2429
C -5.0804 -0.2140 11.1927
C -4.3232 0.8625 10.7573
H -4.5855 0.6651 7.5362
H -5.9874 -1.3012 8.1282
H -6.2955 -1.8626 10.5419
H -5.1845 -0.4185 12.2492
H -3.8281 1.5142 11.4686
N 1.3747 -3.7450 -8.0146
C 2.3541 -4.5961 -8.3092
C 3.6883 -4.3686 -8.0056
C 4.0245 -3.1887 -7.3619
C 3.0190 -2.2873 -7.0484
C 1.7164 -2.6160 -7.3958
H 2.0491 -5.5061 -8.8145
H 4.4415 -5.0991 -8.2680
H 5.0551 -2.9738 -7.1076
H 3.2353 -1.3532 -6.5463
H 0.8977 -1.9404 -7.1679
N -3.5524 -0.9379 -3.4237
C -2.6444 -0.3932 -2.6143
C -2.8997 -0.0499 -1.2935
C -4.1677 -0.2799 -0.7865
C -5.1244 -0.8429 -1.6161
C -4.7656 -1.1529 -2.9195
H -1.6647 -0.2300 -3.0474
H -2.1206 0.3868 -0.6812
H -4.4069 -0.0246 0.2383
H -6.1275 -1.0390 -1.2628
H -5.4844 -1.5977 -3.5994
```

Values from the calculation:
LUMO energy in eV: 0.5
HOMO level in eV: -9.387
HOMO-LUMO gap in eV: 9.87

The calculation returns the following DFT total energy values, one per record and in order: -2899.4448 -1073.9451 -2824.1783 -386.1955 -194.3293 -287.8313 -3869.9797 -2159.6970 a.u..